{"formula": "C5H8O2", "method": "ωB97M-V/def2-TZVPD", "total_charge": 0, "max_force_ev_per_a": 0.40, "e_homo_ev": -8.9, "lumo_ev": 0.72, "total_energy_ev": -9408.065, "orbital_gap_ha": 0.35349, "smiles": "C=C(O)C1(O)CC1", "symbols": ["C", "C", "O", "C", "O", "C", "C", "H", "H", "H", "H", "H", "H", "H", "H"], "xyz": [[0.327, 0.438, -1.828], [0.253, 0.817, -0.558], [0.700, 2.024, -0.102], [-0.297, 0.029, 0.583], [-0.923, 0.817, 1.548], [0.407, -1.230, 1.036], [-0.937, -1.293, 0.358], [1.176, 2.496, -0.802], [-0.017, -0.531, -2.167], [0.740, 1.100, -2.578], [-0.352, 1.582, 1.704], [0.436, -1.422, 2.104], [1.280, -1.571, 0.485], [-1.005, -1.675, -0.654], [-1.805, -1.493, 0.977]], "lowdin_charge": [0.0710, -0.3281, 0.0435, -0.4784, 0.0347, -0.0425, -0.0610, 0.1196, 0.0572, 0.0609, 0.0982, 0.1070, 0.1077, 0.0959, 0.1144]}